Entry 1:
{
  "formula": "C10H23N2O9P2W",
  "method": "ωB97M-V with the def2-TZVPD basis set",
  "species": ["W", "C", "O", "C", "C", "O", "C", "H", "H", "H", "H", "H", "H", "H", "H", "H", "H", "C", "C", "O", "P", "O", "O", "O", "P", "O", "O", "O", "H", "H", "H", "H", "H", "H", "H", "C", "N", "C", "C", "N", "C", "H", "H", "H", "H", "H", "H"],
  "positions_angstrom": [[-0.270, -0.094, -0.335], [-1.486, 2.752, -0.706], [-1.559, 1.303, -1.013], [-2.557, 0.953, -2.051], [-2.772, -0.532, -1.914], [-1.462, -1.159, -1.773], [-0.924, -1.745, -3.012], [-2.433, 3.041, -0.260], [-1.305, 3.277, -1.640], [-0.661, 2.885, -0.012], [-2.133, 1.255, -3.008], [-3.467, 1.514, -1.844], [-3.289, -0.944, -2.779], [-3.331, -0.773, -1.011], [-1.657, -2.452, -3.390], [-0.010, -2.264, -2.741], [-0.720, -0.957, -3.734], [4.438, 1.335, 0.417], [3.378, 0.383, -0.124], [3.889, -0.846, -0.625], [2.485, 1.056, -1.575], [2.096, 2.551, -1.399], [3.358, 0.971, -2.844], [1.169, 0.257, -1.708], [2.147, -0.028, 1.197], [1.296, -1.316, 0.450], [2.684, -0.343, 2.498], [0.915, 0.912, 0.964], [5.166, 1.581, -0.358], [4.954, 0.856, 1.251], [3.994, 2.257, 0.797], [4.771, -1.016, -0.258], [2.704, 3.245, -1.707], [3.882, 0.173, -3.027], [1.682, -2.198, 0.329], [-2.304, -1.005, 4.722], [-2.065, -1.187, 3.281], [-2.466, -2.288, 2.542], [-2.055, -2.083, 1.276], [-1.402, -0.845, 1.221], [-1.434, -0.353, 2.484], [-3.375, -0.995, 4.908], [-1.867, -0.062, 5.039], [-1.841, -1.824, 5.266], [-3.002, -3.110, 2.989], [-2.172, -2.714, 0.411], [-0.988, 0.576, 2.804]],
  "s2": 2.007,
  "lumo_ev": [-11.478, -10.900],
  "mol_weight_g_mol": 561.09,
  "spin_multiplicity": 3,
  "gap_ev": [7.58, 8.18],
  "total_charge": 3,
  "relative_energy_ev": 0.589,
  "homo_ev": [-19.06, -19.08]
}

---

Entry 2:
{
  "formula": "C23H20Cl5N3PdS",
  "method": "ωB97M-V with the def2-TZVPD basis set",
  "species": ["Pd", "S", "C", "C", "C", "C", "C", "C", "N", "C", "C", "C", "C", "C", "C", "C", "H", "H", "H", "H", "H", "H", "H", "H", "Cl", "C", "C", "C", "Cl", "C", "Cl", "C", "Cl", "C", "Cl", "C", "C", "C", "C", "N", "N", "H", "H", "H", "H", "H", "H", "H", "H", "H", "H", "H", "H"],
  "positions_angstrom": [[0.241, 0.876, -0.849], [-2.192, 0.322, 2.765], [-0.599, -0.284, 3.126], [-0.138, -0.836, 4.319], [1.186, -1.218, 4.374], [2.037, -1.059, 3.271], [1.582, -0.521, 2.086], [0.247, -0.133, 2.026], [-0.422, 0.444, 0.958], [-1.681, 0.735, 1.199], [-2.392, 1.379, 0.115], [-3.717, 1.799, 0.091], [-4.215, 2.421, -1.045], [-3.405, 2.628, -2.151], [-2.064, 2.221, -2.161], [-1.624, 1.604, -1.026], [-0.791, -0.952, 5.174], [1.577, -1.645, 5.287], [3.071, -1.365, 3.353], [2.242, -0.407, 1.235], [-4.352, 1.640, 0.955], [-5.243, 2.753, -1.066], [-3.800, 3.122, -3.029], [-1.445, 2.403, -3.027], [1.346, 1.789, -2.793], [1.716, 2.927, -1.472], [1.013, 2.608, -0.333], [1.092, 3.462, 0.756], [0.150, 3.256, 2.171], [1.958, 4.567, 0.666], [2.105, 5.624, 1.995], [2.694, 4.828, -0.500], [3.730, 6.172, -0.586], [2.567, 3.996, -1.621], [3.382, 4.270, -3.087], [0.368, -4.270, 0.286], [0.319, -3.456, -1.002], [1.687, -3.456, -1.679], [-0.758, -3.998, -1.940], [0.025, -2.066, -0.549], [-0.231, -1.136, -1.619], [0.619, -5.306, 0.064], [-0.601, -4.267, 0.791], [1.121, -3.870, 0.967], [1.987, -4.478, -1.910], [2.440, -3.019, -1.023], [1.688, -2.920, -2.633], [-0.555, -5.042, -2.176], [-0.792, -3.466, -2.894], [-1.747, -3.954, -1.476], [-0.812, -2.082, 0.026], [-1.113, -1.328, -2.098], [0.495, -1.314, -2.314]],
  "lumo_ev": -8.331,
  "mol_weight_g_mol": 654.19,
  "spin_multiplicity": 1,
  "gap_ev": 6.51,
  "total_charge": 2,
  "relative_energy_ev": 0.326,
  "homo_ev": -14.84
}

---

Entry 3:
{
  "formula": "C13H15F6N3O3S",
  "method": "ωB97M-V with the def2-TZVPD basis set",
  "species": ["C", "C", "O", "C", "O", "C", "C", "C", "S", "C", "N", "C", "N", "C", "O", "C", "C", "C", "F", "F", "F", "C", "F", "F", "F", "N", "H", "H", "H", "H", "H", "H", "H", "H", "H", "H", "H", "H", "H", "H", "H"],
  "positions_angstrom": [[-2.771, -1.842, 2.301], [-3.511, -2.291, 1.026], [-3.339, -1.682, -0.289], [-4.065, -0.440, -0.236], [-4.946, -0.058, 0.618], [-3.527, 0.408, -1.644], [-2.480, 1.336, -1.153], [-2.546, 2.556, -0.684], [-1.144, 3.471, -0.119], [-0.448, 1.821, -0.579], [1.027, 1.645, -0.263], [1.530, 0.231, 0.073], [1.031, -0.881, -0.839], [1.490, -2.000, -1.135], [2.734, -2.187, -0.949], [0.529, -2.735, -1.902], [-0.637, -3.278, -1.228], [3.176, 0.572, -0.341], [3.452, 1.623, 0.129], [3.922, -0.442, 0.485], [3.440, 0.367, -1.644], [1.357, -0.130, 1.335], [1.758, -1.308, 1.788], [2.040, 0.599, 2.243], [0.057, -0.034, 1.779], [-1.130, 0.651, -1.054], [-3.060, -2.429, 3.088], [-3.163, -0.682, 2.567], [-1.683, -1.997, 2.141], [-4.571, -2.084, 1.230], [-3.389, -3.346, 0.721], [-4.301, 0.961, -2.126], [-3.101, -0.308, -1.968], [-3.434, 3.396, -0.638], [1.469, 2.328, -0.003], [0.034, -0.672, -1.133], [1.110, -3.463, -2.658], [0.254, -2.169, -2.861], [-0.315, -3.716, -0.123], [-1.233, -3.834, -1.647], [-1.262, -2.395, -0.610]],
  "lumo_ev": -0.265,
  "mol_weight_g_mol": 407.34,
  "smiles": "CCOC(=O)Cc1csc(NC(NC(=O)CC)(C(F)(F)F)C(F)(F)F)n1",
  "spin_multiplicity": 1,
  "gap_ev": 9.02,
  "total_charge": 0,
  "relative_energy_ev": 12.741,
  "homo_ev": -9.29
}

---

Entry 4:
{
  "formula": "CH6BN2O2",
  "method": "ωB97M-V with the def2-TZVPD basis set",
  "species": ["N", "B", "C", "O", "N", "O", "H", "H", "H", "H", "H", "H"],
  "positions_angstrom": [[1.804, -0.445, 0.365], [0.840, 0.539, -0.338], [-0.626, 0.656, 0.381], [-1.243, -0.621, 0.808], [-1.667, -1.355, -0.272], [-2.710, -0.995, -0.681], [2.265, -0.999, -0.330], [1.330, -1.089, 0.979], [0.653, 0.166, -1.497], [1.271, 1.686, -0.395], [-1.296, 1.188, -0.306], [-0.622, 1.269, 1.287]],
  "lumo_ev": 4.055,
  "mol_weight_g_mol": 88.88,
  "spin_multiplicity": 1,
  "gap_ev": 7.30,
  "total_charge": -1,
  "homo_ev": -3.24
}

---

Entry 5:
{
  "formula": "C20H36BFNO2SSi",
  "method": "ωB97M-V with the def2-TZVPD basis set",
  "species": ["C", "C", "N", "C", "O", "B", "F", "O", "C", "S", "C", "C", "C", "C", "C", "C", "C", "C", "Si", "C", "C", "C", "C", "C", "C", "C", "C", "H", "H", "H", "H", "H", "H", "H", "H", "H", "H", "H", "H", "H", "H", "H", "H", "H", "H", "H", "H", "H", "H", "H", "H", "H", "H", "H", "H", "H", "H", "H", "H", "H", "H", "H", "H"],
  "positions_angstrom": [[4.764, 2.957, 2.305], [4.041, 3.389, 0.953], [4.312, 2.522, -0.211], [3.699, 1.198, -0.086], [2.489, 1.080, 0.643], [1.389, 1.453, -0.282], [0.994, 2.878, -0.292], [1.821, 0.997, -1.611], [3.166, 0.556, -1.507], [4.265, 1.487, -2.755], [3.496, -0.971, -1.788], [2.236, -1.928, -1.842], [1.786, -2.488, -0.443], [0.545, -3.499, -0.545], [-0.166, -3.704, 0.856], [-1.754, -3.714, 0.809], [-2.433, -2.770, 1.910], [-3.568, -1.806, 1.287], [-2.724, -0.194, 0.723], [-1.752, 0.651, 2.121], [-1.469, -0.712, -0.646], [-3.923, 1.023, -0.168], [-3.377, 2.391, -0.380], [-4.124, 3.448, -1.079], [-5.471, 3.075, -1.576], [-6.027, 1.732, -1.350], [-5.266, 0.668, -0.643], [4.958, 1.851, 2.251], [4.079, 3.216, 3.158], [5.732, 3.518, 2.381], [2.942, 3.474, 1.189], [4.358, 4.435, 0.666], [5.330, 2.420, -0.244], [4.324, 0.341, 0.311], [0.443, 0.948, 0.249], [3.463, 1.935, -3.772], [3.980, -1.017, -2.804], [4.287, -1.316, -1.061], [1.413, -1.409, -2.399], [2.541, -2.814, -2.476], [2.625, -3.068, 0.028], [1.527, -1.603, 0.213], [0.912, -4.463, -1.009], [-0.159, -3.025, -1.285], [0.220, -2.918, 1.556], [0.175, -4.703, 1.251], [-2.151, -4.758, 0.981], [-2.063, -3.428, -0.235], [-2.835, -3.426, 2.726], [-1.624, -2.110, 2.346], [-4.124, -2.350, 0.473], [-4.306, -1.656, 2.136], [-1.932, 1.753, 2.223], [-0.646, 0.529, 1.925], [-1.933, 0.195, 3.142], [-1.943, -1.513, -1.273], [-0.526, -1.023, -0.132], [-1.255, 0.173, -1.299], [-2.343, 2.667, -0.033], [-3.662, 4.449, -1.227], [-6.027, 3.878, -2.122], [-7.042, 1.455, -1.744], [-5.685, -0.356, -0.489]],
  "lumo_ev": 2.833,
  "mol_weight_g_mol": 412.48,
  "spin_multiplicity": 1,
  "gap_ev": 7.65,
  "total_charge": -1,
  "relative_energy_ev": 0.000,
  "homo_ev": -4.82
}

---

Entry 6:
{
  "formula": "C8H16BrN3O",
  "method": "ωB97M-V with the def2-TZVPD basis set",
  "species": ["C", "C", "C", "C", "C", "C", "C", "C", "N", "N", "N", "O", "Br", "H", "H", "H", "H", "H", "H", "H", "H", "H", "H", "H", "H", "H", "H", "H", "H"],
  "positions_angstrom": [[-0.428, 1.918, 1.602], [-0.609, 1.235, 0.501], [-0.295, -2.735, -1.038], [-0.687, -2.541, 0.463], [-0.797, -1.649, -1.931], [-0.254, -1.115, 0.919], [-0.440, -0.251, -1.416], [0.285, 3.287, 1.327], [0.381, 3.499, -0.004], [-0.837, -0.065, 0.054], [1.741, 3.003, 1.752], [0.628, 2.353, -0.639], [-1.096, 1.866, 3.313], [0.836, -2.664, -1.221], [-0.784, -3.735, -1.326], [-1.806, -2.799, 0.699], [-0.050, -3.353, 0.840], [-0.562, -1.667, -3.058], [-1.915, -1.819, -2.007], [-0.402, -0.880, 1.998], [0.937, -1.173, 0.669], [0.681, -0.162, -1.495], [-0.898, 0.456, -2.123], [-0.129, 4.042, 1.863], [-0.328, 4.057, -0.565], [-1.873, -0.158, -0.121], [1.954, 2.274, 1.021], [1.898, 2.553, 2.591], [2.188, 3.851, 1.620]],
  "lumo_ev": [-8.427, -8.426],
  "mol_weight_g_mol": 250.14,
  "spin_multiplicity": 1,
  "gap_ev": [8.91, 8.90],
  "total_charge": 2,
  "relative_energy_ev": 0.477,
  "homo_ev": [-17.33, -17.33]
}

---

Computed DFT total energy (eV) in order:
-52532.5371; -105556.3657; -51466.5922; -8883.6651; -49018.2140; -85093.0109